(1)
A cluster of 2 separate species, C4H12N3 in total at a distorted geometry. Source: the Open Molecules 2025 dataset; level of theory: wB97M-V/def2-TZVPD.

Its LUMO energy is -3.7532 eV. The molecular weight comes out at 102.16 g/mol. The value obtained for the gap between HOMO and LUMO is 9.6859 eV. For the calculated total energy, the calculation gives -323.599827 Ha.

```
! wB97M-V def2-TZVPD RIJCOSX def2/J DEFGRID3
* xyz 1 1
C 1.569 0.095 -1.950
C -0.723 0.437 -2.322
N 0.183 -0.186 -1.668
H 2.175 -0.034 -1.038
H 1.786 1.068 -2.367
H 1.988 -0.634 -2.693
H -1.754 0.285 -2.059
H -0.534 1.119 -3.175
C -1.053 1.541 1.508
N 0.332 -1.806 1.501
C -0.442 -0.772 1.398
N -0.031 0.491 1.583
H -1.818 1.293 2.217
H -1.480 1.577 0.439
H -0.561 2.481 1.716
H 1.293 -1.708 1.766
H 0.051 -2.632 1.019
H -1.512 -0.868 1.189
H 0.877 0.759 1.278
*
```

---

(2)
A structure of composition C44H47ClN8O4PbSb. Source: the Open Molecules 2025 dataset; level of theory: wB97M-V/def2-TZVPD.

Its LUMO energy is 1.8712 eV. The molecular weight comes out at 1116.33 g/mol. The value obtained for the gap between HOMO and LUMO is 5.4902 eV. For the calculated total energy, the calculation gives -3337.272799 Ha.

```
! wB97M-V def2-TZVPD RIJCOSX def2/J DEFGRID3
* xyz -1 1
Pb 0.890 -0.356 2.026
C -2.697 3.906 3.725
N -3.365 2.638 3.521
C -3.944 2.111 4.742
C -2.771 1.762 2.603
N -1.646 1.887 2.040
N -3.633 0.699 2.313
C -3.408 -0.412 1.509
N -4.581 -1.160 1.390
N -2.306 -0.672 0.946
H -3.383 4.581 4.238
H -2.441 4.351 2.767
H -1.787 3.810 4.335
H -4.684 2.817 5.123
H -3.182 1.959 5.518
H -4.436 1.157 4.575
H -1.123 2.674 2.403
H -4.608 0.924 2.441
H -5.172 -1.202 2.206
H -4.451 -2.059 0.950
H -2.362 -1.562 0.456
O 5.557 -0.435 -2.443
C 4.999 -1.623 -2.473
O 5.444 -2.538 -3.132
C 3.763 -1.817 -1.652
C 3.013 -2.977 -1.629
Cl 3.241 -4.471 -2.410
N 1.987 -2.798 -0.769
N 2.009 -1.556 -0.247
C 3.062 -0.950 -0.767
C 3.282 0.510 -0.403
O 4.348 1.032 -0.790
O 2.372 1.047 0.249
C 0.888 -3.641 -0.450
C 0.080 -4.149 -1.455
C -1.028 -4.907 -1.112
C -1.330 -5.144 0.222
C -0.510 -4.628 1.219
C 0.608 -3.880 0.887
H 5.094 0.199 -1.771
H 0.302 -3.931 -2.490
H -1.667 -5.298 -1.893
H -2.197 -5.737 0.484
H -0.726 -4.821 2.262
H 1.270 -3.494 1.652
C 1.166 -2.989 5.531
C 2.603 -2.889 5.120
C 3.598 -3.532 5.839
C 4.932 -3.443 5.467
C 5.264 -2.692 4.345
C 4.299 -2.039 3.597
C 4.668 -1.245 2.381
C 2.935 -2.117 3.977
N 1.969 -1.485 3.278
H 1.063 -3.557 6.457
H 0.567 -3.471 4.754
H 0.733 -1.996 5.667
H 3.320 -4.116 6.712
H 5.700 -3.950 6.038
H 6.302 -2.618 4.037
H 5.744 -1.261 2.209
H 4.341 -0.207 2.471
H 4.169 -1.642 1.495
C -2.328 2.189 -4.435
C -2.730 0.850 -3.880
C -3.735 0.137 -4.529
C -4.103 -1.139 -4.129
C -3.449 -1.733 -3.064
C -2.459 -1.021 -2.401
C -2.095 0.273 -2.772
Sb -0.500 1.075 -1.525
C 0.651 1.802 -3.208
C 0.823 3.158 -3.465
C 1.636 3.603 -4.497
C 2.296 2.680 -5.292
C 2.118 1.326 -5.058
C 1.298 0.872 -4.030
C 1.085 -0.607 -3.858
C -1.432 2.956 -1.012
C -2.807 3.114 -1.139
C -3.446 4.270 -0.707
C -2.698 5.292 -0.146
C -1.329 5.129 0.012
C -0.686 3.962 -0.388
C 0.777 3.774 -0.097
H -3.074 2.549 -5.142
H -1.371 2.115 -4.955
H -2.202 2.936 -3.651
H -4.230 0.591 -5.379
H -4.888 -1.666 -4.656
H -3.701 -2.737 -2.750
H -1.936 -1.498 -1.580
H 0.294 3.889 -2.864
H 1.757 4.665 -4.673
H 2.951 3.010 -6.087
H 2.631 0.601 -5.680
H 1.830 -1.176 -4.413
H 0.093 -0.897 -4.214
H 1.149 -0.899 -2.810
H -3.399 2.323 -1.584
H -4.518 4.372 -0.821
H -3.176 6.208 0.178
H -0.744 5.918 0.473
H 1.176 4.618 0.465
H 1.376 3.656 -1.001
H 0.952 2.862 0.478
*
```

---

(3)
A structure of composition C4H11NO3. Source: the Open Molecules 2025 dataset; level of theory: wB97M-V/def2-TZVPD.

Its LUMO energy is 0.5938 eV. The molecular weight comes out at 121.14 g/mol. The value obtained for the gap between HOMO and LUMO is 7.5070 eV. For the calculated total energy, the calculation gives -439.252062 Ha.

```
! wB97M-V def2-TZVPD RIJCOSX def2/J DEFGRID3
* xyz 0 1
C 0.209 0.109 0.364
C 0.019 -0.562 -0.842
C -1.721 -1.000 0.124
C -0.095 1.561 0.498
N 0.794 -0.524 1.417
O 1.933 0.028 -1.452
O 1.627 1.371 -1.986
O -1.529 -2.065 0.975
H 2.120 1.351 -2.815
H -0.963 -1.771 1.708
H 1.457 -1.249 1.183
H 1.086 0.057 2.189
H -0.362 -0.016 -1.689
H 0.315 -1.592 -0.963
H -2.251 -0.147 0.554
H -2.187 -1.344 -0.794
H -0.944 1.847 -0.120
H -0.286 1.850 1.534
H 0.778 2.097 0.113
*
```

---

(4)
A cluster of 12 separate species, H24O12 in total. Source: the Open Molecules 2025 dataset; level of theory: wB97M-V/def2-TZVPD.

Its LUMO energy is -0.1722 eV. The molecular weight comes out at 216.18 g/mol. The value obtained for the gap between HOMO and LUMO is 10.3459 eV. Its SMILES is O.O.O.O.O.O.O.O.O.O.O.O. For the calculated total energy, the calculation gives -917.285367 Ha.

```
! wB97M-V def2-TZVPD RIJCOSX def2/J DEFGRID3
* xyz 0 1
O -4.050 -14.661 -16.001
H -3.675 -14.171 -16.746
H -4.975 -14.394 -15.987
O -0.226 -12.938 -17.809
H 0.496 -12.361 -17.536
H -0.968 -12.633 -17.272
O -0.849 -12.045 -14.705
H -1.553 -12.522 -15.177
H -0.322 -12.731 -14.279
O -5.059 -9.496 -19.753
H -5.406 -10.049 -20.461
H -4.477 -10.070 -19.246
O -2.482 -10.200 -13.607
H -2.082 -9.785 -12.836
H -1.846 -10.915 -13.880
O -5.210 -11.022 -13.365
H -5.467 -10.400 -12.679
H -4.303 -10.768 -13.613
O -2.691 -11.518 -19.915
H -2.835 -11.507 -20.871
H -1.761 -11.783 -19.806
O -0.299 -9.559 -16.348
H -0.795 -9.334 -17.154
H -0.959 -9.626 -15.650
O -5.502 -11.064 -16.236
H -5.580 -10.111 -16.130
H -5.492 -11.400 -15.324
O -2.907 -14.355 -18.854
H -2.280 -14.821 -19.417
H -2.947 -13.450 -19.191
O -2.893 -11.965 -16.861
H -3.017 -11.449 -17.662
H -3.285 -11.419 -16.165
O -1.958 -9.066 -18.584
H -1.912 -8.293 -19.157
H -2.336 -9.779 -19.121
*
```

---

(5)
A cluster of 2 separate species, C7H13F3N2O2S in total at a distorted geometry. Source: the Open Molecules 2025 dataset; level of theory: wB97M-V/def2-TZVPD.

Its LUMO energy (spin up / spin down) is -0.6014 / -0.6007 eV. The molecular weight comes out at 246.25 g/mol. The value obtained for the gap between HOMO and LUMO (spin up / spin down) is 7.4218 / 7.4230 eV. For the calculated total energy, the calculation gives -1232.170246 Ha.

```
! wB97M-V def2-TZVPD RIJCOSX def2/J DEFGRID3
* xyz 0 1
C 0.988 -0.038 1.686
C 1.883 0.579 0.620
C 0.624 -1.469 1.291
C 0.775 -0.880 -1.088
C 1.186 0.559 -0.738
C 2.088 1.104 -1.839
C -1.294 -1.683 -0.149
N 0.004 -1.489 -0.022
N -4.114 1.302 0.325
O -1.824 1.644 -0.875
O -1.915 1.391 1.579
F -1.833 -1.849 -1.338
F -1.975 -2.321 0.781
F -4.811 0.536 -0.607
S -2.359 0.913 0.266
H 1.498 -0.062 2.649
H 0.075 0.551 1.793
H 2.113 1.609 0.891
H 2.827 0.030 0.558
H 1.529 -2.080 1.223
H -0.053 -1.914 2.019
H 0.192 -0.882 -2.009
H 1.671 -1.494 -1.231
H 0.281 1.169 -0.688
H 1.568 1.102 -2.793
H 2.992 0.504 -1.931
H 2.373 2.126 -1.609
H -4.488 1.042 1.236
*
```